ORCA calculation (wB97M-V/def2-TZVPD) on C32H86ClMnN12O13S as an isolated structure at a distorted geometry.

```
! RIJCOSX wB97M-V def2-TZVPD def2/J DEFGRID3
* xyz -1 6
Mn 18.227 9.261 13.312
Cl 18.164 11.618 12.448
S 19.005 6.781 12.161
O 20.377 6.243 12.408
O 19.487 16.536 11.604
O 19.104 8.294 11.648
O 15.431 12.299 8.266
O 21.396 10.833 8.216
O 12.765 14.642 13.018
O 16.183 9.137 12.599
O 18.310 7.028 13.528
O 18.119 6.055 11.224
O 17.321 9.577 15.452
O 18.137 15.777 15.058
O 11.077 9.876 15.949
O 23.620 10.514 13.926
N 20.799 13.902 11.596
N 13.767 11.200 6.438
N 19.591 9.531 9.044
N 15.571 6.964 11.873
N 20.279 8.983 14.332
N 15.363 8.297 15.881
N 17.396 8.153 17.291
N 20.234 16.307 16.927
N 14.431 11.894 11.468
N 11.336 11.253 15.924
N 20.895 10.945 10.519
N 13.958 8.750 12.023
C 21.747 15.036 15.539
C 12.789 11.453 16.056
C 22.687 9.534 14.213
C 15.481 10.876 8.081
C 10.278 11.365 18.154
C 12.922 13.537 12.255
C 13.328 10.804 17.381
C 13.104 12.924 16.074
C 21.083 14.459 9.044
C 9.000 11.633 16.054
C 20.683 10.487 9.182
C 20.825 14.964 10.495
C 11.480 15.067 13.147
C 15.190 14.341 11.583
C 14.078 10.482 7.735
C 16.799 12.738 8.465
C 10.648 13.392 16.703
C 19.336 15.014 15.040
C 18.233 17.211 11.788
C 14.420 13.185 12.152
C 19.604 15.782 10.385
C 13.343 10.780 14.780
C 10.349 11.926 16.758
C 14.000 9.023 7.651
C 16.763 8.770 16.167
C 12.188 13.762 16.961
C 21.271 9.996 13.926
C 24.071 10.441 12.542
C 15.268 8.254 12.191
C 21.048 11.307 14.637
C 20.477 15.885 15.550
C 17.037 14.950 14.890
H 16.102 15.484 14.983
H 18.133 18.086 11.146
H 15.114 8.562 14.925
H 13.405 10.903 8.483
H 14.170 11.841 10.497
H 16.971 7.288 17.576
H 10.291 10.279 18.196
H 20.019 9.010 15.306
H 15.294 7.285 15.898
H 14.921 14.544 10.541
H 21.797 14.192 16.225
H 14.594 12.959 13.189
H 22.672 15.603 15.708
H 13.616 9.663 12.281
H 12.484 13.761 11.265
H 21.452 11.767 10.632
H 13.184 8.145 11.799
H 19.537 9.035 8.168
H 13.075 9.728 17.463
H 19.929 13.456 11.879
H 13.083 11.326 18.308
H 21.852 14.611 14.539
H 19.288 16.679 16.986
H 19.156 14.167 15.705
H 16.797 13.804 8.719
H 15.934 10.424 8.989
H 21.631 15.661 10.783
H 18.357 8.282 17.519
H 12.355 13.566 18.029
H 22.750 9.282 15.282
H 16.992 14.449 13.899
H 12.378 14.833 16.776
H 8.861 10.556 16.029
H 19.660 16.560 9.607
H 18.685 15.185 10.240
H 15.353 11.498 11.560
H 14.439 10.846 14.706
H 13.809 12.207 6.540
H 12.404 12.673 12.701
H 14.912 6.517 11.278
H 20.037 10.928 11.070
H 24.756 11.285 12.414
H 20.618 16.743 14.883
H 23.244 10.568 11.830
H 11.481 9.565 16.777
H 14.020 8.600 8.663
H 21.232 15.295 8.331
H 19.555 14.671 14.022
H 17.021 14.147 15.624
H 20.353 15.536 17.580
H 11.436 15.867 13.891
H 17.262 12.130 9.230
H 22.006 13.877 9.055
H 11.017 15.564 12.275
H 16.259 14.125 11.531
H 18.124 17.619 12.795
H 17.346 12.627 7.519
H 10.533 13.749 15.692
H 14.758 8.468 7.089
H 8.889 12.034 15.042
H 16.065 10.584 7.195
H 9.358 11.634 18.656
H 15.149 15.258 12.148
H 22.844 8.591 13.654
H 19.241 9.080 9.898
H 10.038 14.002 17.355
H 13.036 8.758 7.242
H 21.117 11.197 15.745
H 8.183 12.044 16.665
H 21.773 12.053 14.305
H 12.900 10.903 6.011
H 10.778 14.303 13.424
H 17.362 16.571 11.639
H 16.503 6.519 11.829
H 12.998 13.263 15.036
H 21.173 10.108 12.841
H 14.420 10.753 17.348
H 14.164 13.035 16.323
H 20.298 13.791 8.681
H 11.118 11.649 18.792
H 20.312 8.033 14.002
H 12.975 11.157 13.825
H 20.057 11.687 14.421
H 24.631 9.502 12.374
H 13.100 9.730 14.761
H 21.171 14.410 12.371
*
```

For the max |F|, the calculation gives 0.0976 hartree/bohr. The lowest unoccupied orbital energy (spin up / spin down) is 1.88 / 1.88 eV. As for the HOMO energy (spin up / spin down): -5.57 / -6.45 eV. The value obtained for the energy is -133761.0623 eV.

Löwdin atomic charge list, values in e, 5 entries: number 1, Mn, carries 0.620; number 2, Cl, carries 0.015; number 3, S, carries 0.429; number 4, O, carries -0.371; number 5, O, carries -0.202

---

ORCA calculation (wB97M-V/def2-TZVPD) on a 8-piece molecular cluster, C32H86N6O12 overall at a distorted geometry.

```
! RIJCOSX wB97M-V def2-TZVPD def2/J DEFGRID3
* xyz 0 1
O 6.002 -6.696 1.556
O -3.873 -2.379 0.691
O 4.437 -0.888 2.810
O -4.553 4.360 -5.830
O -1.376 2.577 3.233
O -6.041 2.411 8.004
O 2.487 2.519 -0.597
O -5.800 -1.012 -2.860
O -2.902 2.234 -1.914
O 5.069 0.304 -3.974
O 1.111 0.257 -0.170
O 7.035 -1.008 -0.686
N -3.162 4.981 -3.247
N -4.188 -3.269 -2.049
N 1.447 0.396 -3.154
N 5.714 -3.252 0.479
N -3.893 2.388 5.070
N 2.527 -2.023 1.027
C -3.556 -1.394 1.680
C 6.092 -1.752 -1.438
C 5.901 1.048 -4.866
C -3.189 -3.741 -1.098
C 2.866 0.071 -2.975
C -1.991 1.665 -0.972
C -3.687 3.329 -1.492
C -3.701 -2.106 -2.726
C 2.368 -2.071 2.520
C -3.823 2.562 3.607
C 6.701 0.380 -0.630
C -4.384 4.506 -7.251
C 5.213 0.137 3.451
C -0.225 1.855 3.214
C 3.696 0.677 -4.132
C -4.722 -1.484 -3.667
C -5.641 0.330 -2.347
C -5.105 1.882 7.087
C 3.054 -0.802 3.056
C 6.194 -4.439 1.158
C 5.510 -5.701 0.750
C -5.099 2.767 5.867
C 5.200 -7.868 1.425
C -2.560 1.767 3.107
C -4.439 5.416 -3.684
C 6.055 -3.169 -0.946
C -4.515 5.559 -5.195
C -3.114 4.741 -1.840
C -6.327 1.514 9.043
C -2.723 -2.707 -0.057
C 3.023 -1.479 -2.775
C 2.769 -3.389 3.202
H -5.129 -2.228 -4.305
H -4.662 2.054 3.081
H -1.214 2.429 -0.690
H -3.745 3.585 3.231
H -5.394 1.346 9.583
H -3.702 5.490 -1.351
H 6.958 0.735 -4.785
H -4.079 1.833 7.519
H -5.036 -3.082 -1.612
H 5.708 0.648 -0.324
H 5.996 -2.430 0.961
H 5.383 -3.682 -1.605
H 5.631 -5.868 -0.385
H 7.266 -4.724 1.025
H 0.677 2.450 3.394
H 2.386 -2.132 -3.399
H 1.294 -1.858 2.570
H -3.437 4.916 -7.490
H -3.116 2.887 5.410
H 2.882 -0.719 4.133
H 7.033 -3.668 -1.109
H -3.476 -0.398 1.161
H -5.408 6.108 -5.561
H -5.553 1.034 -3.195
H 2.024 -2.738 0.515
H 1.898 1.788 -0.195
H -3.587 6.077 -5.489
H -2.525 1.379 -0.053
H 4.888 0.039 4.519
H 3.598 1.742 -4.014
H -0.015 1.325 2.273
H -2.620 1.466 2.092
H 4.177 -7.734 1.795
H 4.956 1.097 3.030
H 1.179 0.179 -1.134
H 2.897 -1.695 -1.711
H -5.110 3.832 6.123
H 2.673 -3.422 4.258
H 1.633 -0.384 0.363
H -0.251 1.079 4.021
H 7.422 0.894 0.044
H -4.284 -0.643 -4.224
H 1.250 1.376 -3.145
H -4.694 3.281 -1.976
H -2.878 4.184 -3.778
H -1.464 0.811 -1.438
H 3.323 0.478 -5.226
H -3.621 -4.577 -0.534
H 5.012 -1.473 -1.267
H -7.161 1.914 9.690
H -4.728 0.447 -1.712
H 2.376 3.339 -0.086
H 6.263 -0.186 3.425
H -1.982 -3.174 0.573
H -3.412 -1.373 -1.958
H 6.894 0.869 -1.664
H 5.553 0.878 -5.868
H 3.469 -2.311 0.743
H 3.823 -3.608 3.040
H 5.998 -4.273 2.231
H -3.884 3.333 -0.431
H -5.225 4.788 -3.269
H -6.503 0.544 -1.777
H -2.538 0.866 3.759
H 4.012 -1.772 -3.012
H -5.325 0.863 6.792
H 2.172 -4.200 2.742
H -6.698 0.498 8.561
H -6.012 2.543 5.307
H -2.198 -1.798 -0.398
H 4.424 -5.572 0.841
H 5.787 2.098 -4.617
H 2.595 0.076 2.560
H -2.540 -1.591 2.037
H -2.759 -2.353 -3.276
H 5.180 -8.178 0.398
H -2.152 4.747 -1.365
H -5.134 5.098 -7.661
H 5.606 -8.645 2.093
H -2.280 -4.165 -1.568
H -4.260 -1.376 2.567
H 6.407 -1.700 -2.474
H 3.248 0.515 -1.995
H -4.612 6.407 -3.249
H 1.025 -0.168 -3.866
H -4.455 3.527 -7.683
*
```

For the max |F|, the calculation gives 0.0603 hartree/bohr. The lowest unoccupied orbital energy is 0.49 eV. The SMILES is COC[C@H](C)N.COC[C@H](C)N.COCCNCCOC.COCCNCCOC.COCCNCCOC.COCCNCCOC.O.O. As for the HOMO energy: -8.37 eV. The value obtained for the energy is -68081.2846 eV.

Löwdin atomic charge list, values in e, 5 entries: number 1, O, carries -0.167; number 2, O, carries -0.189; number 3, O, carries -0.215; number 4, O, carries -0.176; number 5, O, carries -0.182

---

ORCA calculation (wB97M-V/def2-TZVPD) on C32H88Cu2N8O12S as an isolated structure at a distorted geometry.

```
! RIJCOSX wB97M-V def2-TZVPD def2/J DEFGRID3
* xyz 0 1
Cu 19.666 11.011 -10.759
Cu 19.001 12.095 -16.042
S 20.102 11.749 -13.479
O 20.919 12.241 -12.366
O 19.817 10.372 -13.047
O 25.397 11.272 -16.855
O 22.245 5.882 -15.802
O 23.869 15.084 -10.302
O 14.884 11.325 -14.743
O 16.090 16.772 -14.750
O 25.814 11.767 -10.472
O 18.830 12.456 -13.650
O 20.845 11.757 -14.735
O 14.607 11.931 -11.233
O 15.080 7.482 -10.624
N 22.557 10.473 -11.333
N 18.511 8.866 -10.818
N 22.490 13.514 -16.313
N 22.342 14.596 -13.661
N 18.167 12.910 -11.125
N 16.943 13.190 -15.544
N 21.695 8.592 -13.544
N 17.653 10.241 -15.053
C 13.383 12.290 -11.833
C 17.821 7.341 -9.022
C 13.738 7.927 -10.636
C 23.605 16.539 -13.112
C 24.158 11.628 -16.246
C 22.823 14.890 -11.280
C 15.697 12.692 -11.677
C 26.255 12.895 -9.782
C 16.773 7.939 -14.626
C 16.081 8.517 -10.612
C 22.981 5.852 -17.019
C 23.451 15.393 -8.942
C 17.484 7.900 -10.428
C 24.663 14.101 -16.863
C 15.343 9.984 -14.400
C 16.042 15.330 -14.643
C 24.576 9.982 -12.546
C 24.411 11.936 -10.828
C 21.290 7.611 -14.488
C 24.000 10.496 -11.253
C 16.933 12.226 -10.797
C 16.715 12.494 -9.308
C 16.037 14.800 -17.288
C 23.354 15.100 -12.751
C 23.700 12.956 -16.815
C 15.325 17.584 -13.893
C 25.783 9.912 -16.602
C 22.583 6.939 -14.911
C 20.478 8.278 -15.586
C 16.692 14.635 -15.881
C 14.007 11.429 -15.875
C 16.502 9.361 -15.132
H 15.997 12.565 -12.717
H 23.842 16.700 -14.164
H 24.436 16.909 -12.513
H 17.299 8.061 -13.680
H 14.450 11.105 -16.817
H 22.267 9.788 -12.017
H 18.423 9.898 -14.495
H 25.963 9.656 -15.558
H 23.369 7.605 -15.268
H 22.314 13.937 -11.137
H 22.627 4.983 -17.573
H 15.909 7.346 -14.325
H 14.297 17.533 -14.249
H 17.960 13.882 -10.947
H 17.341 11.056 -14.545
H 21.491 15.121 -13.522
H 15.925 9.244 -9.815
H 23.771 12.169 -9.978
H 22.045 13.657 -13.436
H 24.161 11.769 -15.166
H 22.294 9.266 -14.000
H 16.643 13.557 -9.076
H 26.446 13.819 -10.327
H 17.097 11.175 -11.035
H 22.822 14.548 -8.663
H 17.349 12.980 -14.643
H 19.521 8.579 -15.160
H 22.818 16.272 -8.816
H 24.358 15.447 -8.339
H 20.344 7.602 -16.431
H 17.420 7.402 -15.319
H 25.669 13.079 -8.882
H 17.556 12.036 -8.787
H 13.157 7.026 -10.442
H 23.437 12.563 -17.797
H 24.816 14.612 -15.912
H 15.666 18.620 -13.903
H 15.764 12.073 -8.982
H 17.878 8.055 -8.200
H 22.263 11.324 -11.792
H 15.475 13.759 -11.645
H 13.374 12.219 -12.920
H 12.953 13.213 -11.442
H 13.030 10.976 -15.707
H 22.733 14.124 -15.546
H 15.083 14.316 -17.496
H 16.806 14.566 -18.024
H 24.418 12.591 -11.700
H 24.299 14.564 -12.837
H 15.684 10.002 -13.365
H 14.972 15.147 -14.542
H 15.931 9.061 -11.544
H 18.480 9.043 -11.811
H 24.063 5.725 -16.996
H 20.678 6.955 -13.870
H 12.663 11.505 -11.601
H 17.148 6.549 -8.693
H 26.797 9.730 -16.959
H 17.689 15.041 -16.049
H 15.483 17.205 -12.883
H 23.399 10.905 -16.545
H 13.535 8.497 -11.543
H 24.279 14.807 -17.600
H 19.340 8.289 -10.834
H 22.764 6.698 -17.671
H 13.797 12.492 -15.993
H 13.623 8.547 -9.747
H 27.291 12.795 -9.456
H 25.654 9.820 -12.548
H 24.331 9.717 -10.566
H 22.991 6.543 -13.981
H 22.019 15.600 -11.086
H 25.655 13.807 -17.204
H 16.244 9.322 -16.190
H 25.084 9.202 -17.043
H 18.828 6.925 -9.036
H 14.467 9.337 -14.349
H 22.774 17.166 -12.787
H 15.836 15.862 -17.436
H 20.889 9.192 -13.444
H 17.584 7.101 -11.164
H 21.825 12.866 -15.916
H 20.908 9.190 -16.001
H 24.188 8.981 -12.738
H 16.514 15.003 -13.717
H 18.379 12.906 -12.112
H 24.363 10.676 -13.358
H 16.041 12.740 -15.483
*
```

For the max |F|, the calculation gives 0.0724 hartree/bohr. The lowest unoccupied orbital energy is -0.07 eV. As for the HOMO energy: -7.87 eV. The value obtained for the energy is -171210.6448 eV.

Löwdin atomic charge list, values in e, 5 entries: number 1, Cu, carries 0.445; number 2, Cu, carries 0.493; number 3, S, carries 0.288; number 4, O, carries -0.364; number 5, O, carries -0.382